# C32H37N5O5STl

A molecular structure, C32H37N5O5STl (the ωB97M-V functional and the def2-TZVPD basis, the Open Molecules 2025 dataset).

CARTESIAN COORDINATES (ANGSTROEM)
H (-4.4792, 0.5069, -0.1481)
H (0.6466, -1.1005, 4.9375)
C (1.6730, -2.0698, -1.5434)
C (1.1531, -3.2813, -3.5461)
H (-2.4132, 1.8182, -0.2785)
H (0.7724, 2.5928, 2.8117)
H (2.3323, 0.0453, -7.0467)
C (2.4402, 3.7254, 0.4785)
H (-1.1738, 2.3976, 6.6459)
N (2.6354, -1.3167, -0.8581)
N (2.2148, -0.8087, 0.2193)
N (0.4927, -2.3922, -1.0041)
H (-0.4834, 3.6983, 4.6481)
H (4.7515, -0.2416, -0.3866)
C (-0.0813, -3.6105, -2.9908)
H (-1.3138, -3.3408, -1.2539)
C (1.7594, 2.1959, -1.4570)
H (-5.8149, -2.8864, -1.5824)
H (6.2536, 1.1945, 0.9643)
O (-0.2144, 0.8300, -1.6420)
N (-3.8270, -3.2652, 0.4095)
H (1.4136, -3.6235, -4.5409)
H (5.3924, 2.2069, 3.0830)
C (5.2442, 0.9796, 1.2924)
C (-0.2904, 0.5728, 5.9196)
C (1.1831, 0.9736, -3.5070)
C (-2.6461, 2.5354, 0.5138)
C (3.2531, 2.2281, -3.3974)
H (-4.2724, -4.9940, 1.4624)
H (1.6711, -0.6867, -5.5638)
H (-4.5475, -2.3593, -2.7060)
C (0.4879, 2.0409, 3.7020)
N (1.4327, 0.0149, 2.7016)
S (-3.8246, 1.8409, 1.6735)
C (2.0297, -2.5017, -2.8280)
C (0.8167, 0.6774, 3.7635)
C (-4.4386, -4.5834, 0.4701)
H (0.8730, 0.7219, -6.2868)
C (-3.0618, -2.7686, 1.5567)
C (4.7447, 1.5541, 2.5058)
H (2.0154, 4.0715, 1.4173)
O (2.7043, 1.1068, -5.3766)
H (-3.1725, -1.6892, 1.6384)
C (-0.6140, 1.9229, 5.8493)
C (0.8429, 1.3144, -2.1458)
C (-0.3563, -3.1281, -1.7253)
H (-0.5920, -0.0091, 6.7841)
C (2.3382, 1.4100, -4.0958)
H (-5.2612, 2.1324, -0.2160)
C (2.9396, 2.5974, -2.1194)
Tl (-0.4857, -0.3094, 0.6368)
O (-3.3270, -1.4032, -0.7666)
C (-4.7571, -2.9822, -1.8424)
H (-4.5642, -4.0273, -2.0881)
H (-4.0016, -5.2799, -0.2510)
H (-0.8020, -4.2202, -3.5197)
C (1.4887, 2.6973, -0.1190)
H (-1.7328, 2.7631, 1.0646)
C (-3.9061, -2.4774, -0.6972)
O (-3.2169, 0.6036, 2.2501)
H (-3.4446, -3.2353, 2.4638)
H (-1.9970, -2.9962, 1.4598)
H (3.4110, 3.2670, 0.6846)
C (3.4860, 1.3122, 2.9464)
H (2.5917, 4.5721, -0.1945)
H (-3.0773, 3.4523, 0.1032)
C (0.4095, -0.0440, 4.8908)
C (-4.9862, 1.2895, 0.4225)
H (0.4748, 0.3283, -4.0116)
O (0.5256, 2.3649, 0.5722)
C (-0.2197, 2.6490, 4.7299)
H (-5.5166, -4.5451, 0.2973)
C (1.8413, 0.2501, -6.0980)
C (3.0949, -0.1028, 0.9723)
H (3.6446, 3.2285, -1.5924)
H (4.1656, 2.5479, -3.8846)
H (3.1284, 1.7589, 3.8652)
H (-5.8666, 0.8972, 0.9322)
C (4.4268, 0.1831, 0.5547)
C (2.5947, 0.4026, 2.2410)
H (2.9891, -2.1940, -3.2236)

Atomic forces in eV per Å
-0.10 0.04 -0.01
0.00 0.02 -0.01
-0.19 -0.01 -0.07
-0.02 0.02 -0.09
0.00 0.08 0.05
-0.09 -0.06 0.10
0.03 0.01 -0.01
0.07 -0.01 -0.06
0.00 -0.01 -0.01
0.07 -0.28 -0.33
-0.07 0.02 0.22
0.01 -0.08 -0.11
0.03 -0.01 0.00
-0.01 0.03 0.02
0.05 0.03 0.07
0.08 0.03 0.00
-0.03 -0.04 -0.01
0.02 -0.04 -0.02
-0.02 0.02 0.01
0.05 0.03 -0.03
-0.07 0.02 0.04
0.02 0.00 0.00
-0.01 0.00 0.00
0.02 0.17 0.25
0.02 0.01 -0.03
-0.06 0.00 0.11
0.09 0.00 0.01
-0.01 -0.01 -0.07
-0.01 0.01 0.02
0.02 -0.06 0.03
-0.01 0.02 -0.02
0.00 0.04 0.04
-0.20 0.00 0.03
0.22 -0.04 0.09
0.11 0.04 -0.08
0.06 0.03 0.07
0.09 0.10 -0.02
-0.01 0.03 0.03
-0.06 -0.08 -0.08
0.12 -0.10 -0.23
-0.01 0.02 0.02
-0.03 -0.21 -0.24
0.02 0.02 -0.01
0.06 -0.06 -0.06
0.08 -0.05 0.03
0.05 0.08 0.14
0.00 0.00 -0.02
-0.06 0.08 0.17
-0.01 -0.07 0.06
-0.05 0.03 0.05
0.09 0.15 0.09
-0.18 -0.07 -0.07
-0.05 -0.01 0.00
0.01 0.03 0.02
0.02 0.02 0.01
0.00 0.03 0.00
0.09 0.00 -0.11
-0.04 0.00 -0.04
0.17 -0.02 0.13
-0.24 0.12 -0.01
0.00 -0.01 -0.02
-0.02 -0.02 -0.01
-0.03 0.02 -0.03
-0.10 -0.18 -0.07
0.00 -0.02 0.05
0.05 -0.06 0.00
-0.06 0.03 0.04
-0.05 -0.07 -0.08
0.04 0.04 0.03
-0.06 -0.07 -0.05
0.02 -0.09 -0.04
0.00 0.02 0.00
0.07 0.10 0.03
0.19 0.31 0.28
-0.02 -0.03 0.00
-0.04 -0.03 0.02
0.04 -0.02 -0.01
0.03 -0.01 -0.05
-0.34 -0.12 -0.02
0.14 0.20 -0.15
-0.02 -0.02 0.02

Calculated values
F_max	0.46	eV/A
net charge	-1
lowest unoccupied orbital energy	2.3	eV
gap between HOMO and LUMO	5.9	eV